The following is a DFT calculation (ωB97M-V/def2-TZVPD) of a 2-piece molecular cluster, C5H15NOS overall in a non-equilibrium geometry.

Gap between HOMO and LUMO, eV: 9.27
SMILES: CCCNCCS.O
Calculated total energy, eV: -19800.0541
Molar mass, g mol⁻¹: 137.2
HOMO, eV: -8.581
Largest force on an atom, hartree/bohr: 0.0578
Net charge: 0

Positions of all 23 atoms, in Å:
1 C 0.19638 0.20903 1.87174
2 C -0.65954 1.15782 1.06509
3 C 0.21947 1.69225 -0.14756
4 N -0.22249 1.22715 -1.46971
5 C 0.13711 -0.10034 -1.87465
6 C -0.73754 -1.29068 -1.51144
7 S -2.56439 -1.07881 -1.51846
8 H 0.65194 -0.51738 1.18961
9 H 0.94548 0.84689 2.35396
10 H -0.23284 -0.47919 2.60162
11 H -1.62865 0.76691 0.73064
12 H -1.07783 2.00964 1.62454
13 H 1.25212 1.36628 -0.08870
14 H -0.01963 2.75427 -0.12564
15 H -1.14222 1.55183 -1.71768
16 H 1.10410 -0.36284 -1.41331
17 H 0.33369 -0.07705 -2.95498
18 H -0.59120 -2.08704 -2.23675
19 H -0.51047 -1.76074 -0.55140
20 H -2.78981 -0.59358 -0.29739
21 O 2.78194 -1.92083 1.49596
22 H 2.62262 -0.98252 1.59413
23 H 1.93176 -2.33109 1.38041

And the Mulliken charges, in e, turn out to be: number 1, C, carries -0.792; number 2, C, carries -0.003; number 3, C, carries -0.837; number 4, N, carries -0.266; number 5, C, carries -0.573; number 6, C, carries -0.584; number 7, S, carries -0.208; number 8, H, carries -0.338; number 9, H, carries 0.389; number 10, H, carries 0.385; number 11, H, carries -0.009; number 12, H, carries 0.410; number 13, H, carries 0.428; number 14, H, carries 0.328; number 15, H, carries 0.265; number 16, H, carries 0.205; number 17, H, carries 0.406; number 18, H, carries 0.457; number 19, H, carries 0.165; number 20, H, carries 0.098; number 21, O, carries -0.632; number 22, H, carries 0.383; number 23, H, carries 0.322



The following is a DFT calculation (ωB97M-V/def2-TZVPD) of a 2-piece molecular cluster, C5H15NOS overall in a non-equilibrium geometry.

Gap between HOMO and LUMO, eV: 9.40
SMILES: CCCNCCS.O
Calculated total energy, eV: -19800.1209
Molar mass, g mol⁻¹: 137.2
HOMO, eV: -8.533
Largest force on an atom, hartree/bohr: 0.0459
Net charge: 0

Positions of all 23 atoms, in Å:
1 C -0.53693 1.03202 2.98987
2 C -0.36260 1.23170 1.49510
3 C -0.29443 0.02409 0.58773
4 N 0.96251 -0.68295 0.69113
5 C 1.61577 -1.46719 -0.33141
6 C 1.97459 -0.58863 -1.55097
7 S 1.76093 -1.46854 -3.13405
8 H -0.34882 1.98460 3.46636
9 H -1.38433 0.41476 3.25155
10 H 0.21310 0.35360 3.43050
11 H -1.23773 1.82286 1.19786
12 H 0.51837 1.81614 1.22089
13 H -0.33285 0.36793 -0.45454
14 H -1.18371 -0.62612 0.57950
15 H 1.06254 -1.16579 1.57485
16 H 1.07209 -2.35323 -0.69555
17 H 2.51552 -1.93377 0.07434
18 H 1.27495 0.24085 -1.57418
19 H 3.00244 -0.24381 -1.56143
20 H 2.99425 -1.97863 -3.25231
21 O -5.69683 2.77533 1.87608
22 H -5.80411 3.21413 1.02249
23 H -6.64879 2.70678 2.07698

And the Mulliken charges, in e, turn out to be: number 1, C, carries -1.226; number 2, C, carries -0.427; number 3, C, carries -0.595; number 4, N, carries -0.199; number 5, C, carries -0.593; number 6, C, carries -0.548; number 7, S, carries -0.236; number 8, H, carries 0.326; number 9, H, carries 0.357; number 10, H, carries 0.327; number 11, H, carries 0.330; number 12, H, carries 0.267; number 13, H, carries 0.278; number 14, H, carries 0.357; number 15, H, carries 0.198; number 16, H, carries 0.383; number 17, H, carries 0.324; number 18, H, carries 0.203; number 19, H, carries 0.360; number 20, H, carries 0.114; number 21, O, carries -0.635; number 22, H, carries 0.318; number 23, H, carries 0.316



The following is a DFT calculation (ωB97M-V/def2-TZVPD) of a 2-piece molecular cluster, C5H15NS overall.

Gap between HOMO and LUMO, eV: 9.47
SMILES: CCCN.CSC
Calculated total energy, eV: -17753.3986
Molar mass, g mol⁻¹: 121.2
HOMO, eV: -8.567
Largest force on an atom, hartree/bohr: 0.0173
Net charge: 0

Positions of all 22 atoms, in Å:
1 C -3.28344 -1.23623 -0.50688
2 C -1.89407 -1.82933 -0.25906
3 C -0.95634 -0.76883 0.30325
4 N 0.40173 -1.27553 0.51354
5 H -3.27996 -0.45203 -1.26332
6 H -3.67752 -0.85578 0.43632
7 H -3.96753 -2.01427 -0.85439
8 H -1.99319 -2.61203 0.49185
9 H -1.47053 -2.22785 -1.18089
10 H -1.30800 -0.45467 1.29214
11 H -0.98968 0.17030 -0.27187
12 H 0.91357 -0.57351 1.04037
13 H 0.85259 -1.48243 -0.36450
14 C 3.11082 1.63090 1.17221
15 S 1.37787 1.97035 0.79238
16 C 1.44296 1.82270 -1.00753
17 H 3.66812 2.53208 0.91712
18 H 3.53581 0.78297 0.63690
19 H 3.21324 1.47243 2.24318
20 H 0.44450 1.96955 -1.41614
21 H 2.07505 2.60376 -1.42770
22 H 1.78401 0.82747 -1.28698

And the Mulliken charges, in e, turn out to be: number 1, C, carries -1.184; number 2, C, carries -0.271; number 3, C, carries -0.282; number 4, N, carries -0.616; number 5, H, carries 0.320; number 6, H, carries 0.308; number 7, H, carries 0.353; number 8, H, carries 0.244; number 9, H, carries 0.319; number 10, H, carries 0.263; number 11, H, carries 0.086; number 12, H, carries 0.211; number 13, H, carries 0.253; number 14, C, carries -0.861; number 15, S, carries -0.105; number 16, C, carries -0.821; number 17, H, carries 0.328; number 18, H, carries 0.274; number 19, H, carries 0.313; number 20, H, carries 0.297; number 21, H, carries 0.365; number 22, H, carries 0.206



The following is a DFT calculation (ωB97M-V/def2-TZVPD) of one molecule with the formula C5H15PSi in a non-equilibrium geometry.

Gap between HOMO and LUMO, eV: 9.88
SMILES: CC[Si](C)(P)CC
Calculated total energy, eV: -22593.9754
Molar mass, g mol⁻¹: 134.2
HOMO, eV: -9.015
Largest force on an atom, hartree/bohr: 0.0501
Net charge: 0

Positions of all 22 atoms, in Å:
1 C 0.86120 -2.12259 1.42224
2 C 0.33418 -1.78895 0.04728
3 Si 0.39358 0.13219 -0.19708
4 C 0.21192 0.93359 1.50109
5 P 2.34653 0.44486 -1.22874
6 C -0.86546 0.91606 -1.36594
7 C -2.28451 1.14867 -0.81999
8 H 1.81944 -1.69394 1.63283
9 H 0.11751 -1.92947 2.19009
10 H 1.22011 -3.20368 1.49903
11 H -0.68220 -2.25527 0.03507
12 H 0.97707 -2.25293 -0.71274
13 H 0.26602 2.03511 1.34511
14 H -0.85610 0.68011 1.75040
15 H 0.87125 0.76717 2.36274
16 H 1.93369 0.36439 -2.59969
17 H 2.07093 1.91002 -1.26524
18 H -0.35762 1.84934 -1.33289
19 H -0.67152 0.58610 -2.34647
20 H -2.85938 0.23917 -0.50503
21 H -2.07596 1.53636 0.22179
22 H -2.77068 1.70369 -1.63386

And the Mulliken charges, in e, turn out to be: number 1, C, carries -1.254; number 2, C, carries -0.416; number 3, Si, carries 0.125; number 4, C, carries -1.053; number 5, P, carries -0.228; number 6, C, carries -0.481; number 7, C, carries -1.041; number 8, H, carries 0.331; number 9, H, carries 0.316; number 10, H, carries 0.327; number 11, H, carries 0.333; number 12, H, carries 0.330; number 13, H, carries 0.339; number 14, H, carries 0.281; number 15, H, carries 0.388; number 16, H, carries 0.052; number 17, H, carries 0.030; number 18, H, carries 0.264; number 19, H, carries 0.494; number 20, H, carries 0.265; number 21, H, carries 0.255; number 22, H, carries 0.342



The following is a DFT calculation (ωB97M-V/def2-TZVPD) of a 4-piece molecular cluster, C5H16BrO3 overall.

Gap between HOMO and LUMO, eV: 8.42
Calculated total energy, eV: -81631.7316
Molar mass, g mol⁻¹: 204.1
HOMO, eV: -4.918
Largest force on an atom, hartree/bohr: 0.0140
Net charge: -1

Positions of all 25 atoms, in Å:
1 Br 22.89858 7.41227 -4.71454
2 C 24.60921 4.57001 -8.09590
3 C 23.47211 3.99206 -7.24657
4 C 23.96550 3.41924 -5.92816
5 O 22.46130 4.94587 -7.02148
6 H 25.32325 5.10430 -7.46744
7 H 24.17859 5.29748 -8.78701
8 H 25.08149 3.79559 -8.70195
9 H 23.04101 3.14020 -7.78473
10 H 23.14377 3.00462 -5.33942
11 H 24.41704 4.17933 -5.28270
12 H 24.69337 2.61126 -6.05911
13 H 22.87314 5.71240 -6.58709
14 C 26.36535 9.26407 -3.19316
15 O 25.51580 8.19165 -2.82564
16 H 25.90595 9.84142 -3.99573
17 H 26.52565 9.89053 -2.31065
18 H 27.35863 8.90088 -3.48526
19 H 24.90830 8.02934 -3.56894
20 C 23.05022 11.32083 -5.46933
21 O 22.02288 10.62227 -4.80354
22 H 23.96862 11.35963 -4.86966
23 H 23.27100 10.87378 -6.44319
24 H 22.73499 12.35486 -5.63261
25 H 22.22357 9.67467 -4.91926

And the Mulliken charges, in e, turn out to be: number 1, Br, carries -0.857; number 2, C, carries -1.261; number 3, C, carries 0.457; number 4, C, carries -1.215; number 5, O, carries -0.436; number 6, H, carries 0.299; number 7, H, carries 0.335; number 8, H, carries 0.374; number 9, H, carries 0.247; number 10, H, carries 0.289; number 11, H, carries 0.310; number 12, H, carries 0.372; number 13, H, carries 0.183; number 14, C, carries -0.389; number 15, O, carries -0.422; number 16, H, carries 0.107; number 17, H, carries 0.201; number 18, H, carries 0.227; number 19, H, carries 0.246; number 20, C, carries -0.506; number 21, O, carries -0.444; number 22, H, carries 0.166; number 23, H, carries 0.242; number 24, H, carries 0.265; number 25, H, carries 0.211



The following is a DFT calculation (ωB97M-V/def2-TZVPD) of C5H16IO5 as an isolated structure in a non-equilibrium geometry.

Gap between HOMO and LUMO, eV: 7.48
Calculated total energy, eV: -23775.0432
Molar mass, g mol⁻¹: 283.1
HOMO, eV: -4.148
Largest force on an atom, hartree/bohr: 0.3068
Net charge: -1

Positions of all 27 atoms, in Å:
1 I -0.43627 -1.19060 -0.17522
2 C -0.76807 -4.07528 1.04781
3 O 0.22076 -3.93653 0.05595
4 H -1.15379 -3.13178 1.43400
5 H -1.59477 -4.76173 0.86494
6 H -0.49945 -4.54396 1.99452
7 H 0.17646 -3.02156 -0.23121
8 C -1.60572 2.69176 1.20673
9 C -2.15031 1.89540 0.03818
10 O -1.00935 1.38116 -0.69536
11 O -0.93731 2.01128 2.26326
12 H -2.52553 2.81956 1.77745
13 H -1.26411 3.68400 0.91203
14 H -2.80604 2.52571 -0.56249
15 H -2.70868 1.01299 0.35073
16 H -0.81318 0.45654 -0.52743
17 H -0.11751 1.77803 1.82153
18 C 1.61759 0.44785 -1.93433
19 C 2.78045 0.50471 -0.89028
20 O 2.43423 0.00506 0.37699
21 O 0.34220 1.00308 -1.55064
22 H 1.48954 -0.61073 -2.16040
23 H 1.90256 0.86066 -2.90205
24 H 3.07437 1.54787 -0.77400
25 H 3.59876 -0.08425 -1.30455
26 H 3.07331 0.40731 0.96977
27 H -0.32017 0.32343 -1.40593

And the Mulliken charges, in e, turn out to be: number 1, I, carries -0.333; number 2, C, carries -0.566; number 3, O, carries -0.561; number 4, H, carries 0.094; number 5, H, carries 0.235; number 6, H, carries 0.236; number 7, H, carries 0.296; number 8, C, carries -0.430; number 9, C, carries -0.519; number 10, O, carries -0.224; number 11, O, carries -0.491; number 12, H, carries 0.340; number 13, H, carries 0.287; number 14, H, carries 0.284; number 15, H, carries 0.270; number 16, H, carries -0.086; number 17, H, carries 0.290; number 18, C, carries -0.937; number 19, C, carries -0.257; number 20, O, carries -0.412; number 21, O, carries -0.348; number 22, H, carries 0.389; number 23, H, carries 0.335; number 24, H, carries 0.339; number 25, H, carries 0.291; number 26, H, carries 0.238; number 27, H, carries 0.244